Entry from the OMol25 dataset: 2 unconnected molecules or ions with the total composition C20H12FNO5 (ωB97M-V/def2-TZVPD).

The calculation puts the electronic energy at -35379.0566 eV. The value obtained for the HOMO energy is -9.335 eV. The HOMO-LUMO gap comes out at 8.14 eV. As for the LUMO energy: -0.044 Eh. Its SMILES is O=C1c2ccccc2C(=O)c2ccccc21.NC1=C(O)C(=O)C(F)=CC1=O.

```
39
C20H12FNO5, DFT ωB97M-V/def2-TZVPD
C 0.22 3.39 0.22
H -1.26 6.79 3.09
C 0.88 -4.22 -1.33
H 0.59 -6.30 -1.67
H 0.29 0.47 -0.02
C -0.64 4.14 -0.46
C -1.59 4.95 0.34
O -1.24 -5.00 -0.63
C -0.49 -4.06 -0.75
H -1.97 7.20 1.64
C -1.68 -0.17 0.54
H 2.83 -6.63 -2.68
O -2.69 5.25 -0.07
C -2.57 -1.24 0.62
C -0.89 -2.69 -0.31
C 0.26 3.35 1.72
C 1.27 -5.48 -1.78
C -0.41 -0.35 0.04
C -2.17 -2.50 0.20
O 2.13 -0.84 -1.04
C 1.75 -3.14 -1.45
O 0.69 2.39 2.31
N -1.77 6.45 2.29
H -0.69 4.16 -1.54
C 3.39 -4.57 -2.46
F 1.09 2.58 -0.37
H -0.54 4.49 4.31
C -0.01 -1.61 -0.40
H 4.37 -4.70 -2.90
H -1.99 0.81 0.88
C -1.15 5.36 1.73
C 3.01 -3.31 -2.01
C -0.29 4.56 2.38
H -3.56 -1.10 1.01
H 3.67 -2.46 -2.09
H -2.84 -3.35 0.25
C 2.53 -5.65 -2.34
C 1.36 -1.78 -0.96
O 0.11 4.81 3.67
```